i:
# C5H3NS2

One molecule with the formula C5H3NS2 (ωB97M-V/def2-TZVPD, the Open Molecules 2025 dataset).

Results
* spin multiplicity: 1
* E_HOMO: -9.4 eV
* SMILES: C#C[C@](S)(C#N)C=S

CARTESIAN COORDINATES (ANGSTROEM)
S1 1.35 1.56 0.46
S2 -1.48 -0.87 2.16
N1 1.18 -2.42 0.01
C1 0.24 0.20 0.31
C2 -0.49 0.10 -2.32
C3 -0.18 0.21 -1.10
C4 0.83 -1.19 0.41
C5 -1.07 0.34 1.09
H1 1.84 1.08 1.59
H2 -1.72 1.24 0.86
H3 -0.50 -0.25 -3.45

ii:
# C5H3NS2

One molecule with the formula C5H3NS2 (ωB97M-V/def2-TZVPD, the Open Molecules 2025 dataset).

Results
* spin multiplicity: 1
* E_HOMO: -8.4 eV
* SMILES: SSC1=C=C=CC=N1

CARTESIAN COORDINATES (ANGSTROEM)
S1 -2.36 0.29 -2.46
S2 -1.31 -1.41 -2.22
N1 -0.12 0.44 -0.35
C1 1.36 -1.05 1.10
C2 0.70 -1.62 0.18
C3 0.57 0.93 0.67
C4 1.45 0.25 1.49
C5 0.05 -0.81 -0.66
H1 -2.65 0.44 -1.10
H2 1.88 0.65 2.36
H3 0.43 1.90 0.99

Energetically preferred structure: ii | next structure: +1.203 eV

i:
# H25O12

H25O12 as an isolated structure (ωB97M-V/def2-TZVPD, the Open Molecules 2025 dataset).

Results
* expectation value of S²: 0.75
* spin multiplicity: 2
* E_HOMO (alpha / beta): -2.4 / -10.8 eV

CARTESIAN COORDINATES (ANGSTROEM)
O1 2.51 0.34 -1.09
O2 0.91 -1.73 -1.09
O3 0.33 1.35 2.84
O4 -2.87 1.22 -2.67
O5 0.89 2.26 -0.03
O6 -0.61 -4.08 -0.85
O7 1.15 -0.36 1.22
O8 -0.67 0.18 -0.57
O9 2.54 -2.80 1.67
O10 -1.90 2.64 2.02
O11 -2.58 -0.44 1.20
O12 0.29 1.01 -3.26
H1 -3.04 1.04 -1.72
H2 0.93 2.63 -0.86
H3 2.31 -3.21 2.45
H4 1.15 -1.54 -0.07
H5 1.42 -0.65 2.06
H6 -0.50 0.76 -3.73
H7 1.82 2.03 0.23
H8 -2.32 2.43 1.16
H9 -2.35 -1.09 1.84
H10 -3.33 2.13 -2.69
H11 3.06 0.08 -1.87
H12 -0.82 -4.05 -1.84
H13 0.56 -2.54 -0.97
H14 0.75 1.44 -3.98
H15 -3.06 0.25 1.82
H16 -1.66 3.46 1.86
H17 -1.59 -4.12 -0.73
H18 -0.91 -0.15 0.39
H19 2.68 -0.35 -0.39
H20 0.00 -0.84 -0.88
H21 0.68 2.17 3.07
H22 -0.10 1.08 -0.44
H23 1.46 0.64 1.26
H24 3.46 -2.69 1.41
H25 -0.60 1.48 3.21

ii:
# H25O12

A 12-piece molecular cluster, H25O12 overall (ωB97M-V/def2-TZVPD, the Open Molecules 2025 dataset).

Results
* expectation value of S²: 0.75
* spin multiplicity: 2
* E_HOMO (alpha / beta): -2.5 / -11.3 eV

CARTESIAN COORDINATES (ANGSTROEM)
O1 0.40 -4.09 -0.70
O2 -1.11 -0.91 -0.36
O3 -2.37 1.01 2.15
O4 1.56 1.05 2.65
O5 2.51 0.92 -1.42
O6 2.22 3.49 1.21
O7 1.18 -0.36 0.46
O8 -3.29 -1.61 2.49
O9 -1.56 2.56 -0.04
O10 1.59 -1.96 -3.02
O11 0.90 2.92 -1.00
O12 -1.90 -2.79 -2.22
H1 0.58 3.41 -1.86
H2 1.65 3.56 0.42
H3 -1.41 -3.57 -2.45
H4 -1.69 1.74 0.46
H5 3.39 1.04 -1.73
H6 3.12 3.62 0.87
H7 1.06 0.78 3.44
H8 -1.04 -1.71 -0.88
H9 -3.28 1.23 1.97
H10 1.91 1.60 -1.18
H11 -1.45 -1.35 0.49
H12 1.63 0.28 -0.19
H13 1.59 2.01 2.67
H14 1.31 -1.01 -2.99
H15 -2.20 2.44 -0.72
H16 -2.46 0.03 2.30
H17 -4.17 -1.42 2.83
H18 2.36 -1.99 -3.61
H19 0.01 2.49 -0.81
H20 -3.09 -2.53 2.21
H21 1.27 0.11 1.35
H22 -1.87 -2.17 -2.93
H23 0.15 -0.46 0.17
H24 0.91 -3.70 -1.41
H25 1.07 -4.52 -0.13

Energetically preferred structure: ii | next structure: +2.900 eV